# 1
Below is a structure of composition C27H30FN3O6SY, with properties calculated with ωB97M-V/def2-TZVPD.

HOMO-LUMO gap: 7.4951 eV
calculated total energy: -2199.26395 hartree
total charge: -1
HOMO level: -0.1924 Ha
relative energy (zero: lowest compared OMol25 entry of this formula, charge and spin): 12.75 kcal per mole

Positions of all 69 atoms, in Å:
Y (-0.95, 1.04, 1.11)
O (-3.87, 3.19, 3.36)
C (-3.23, 2.53, 2.58)
O (-1.93, 2.35, 2.60)
C (-3.92, 1.82, 1.36)
O (-5.12, 1.77, 1.26)
O (-3.04, 1.33, 0.51)
C (1.85, 1.28, -1.37)
C (1.73, -0.17, -1.83)
C (2.18, -1.14, -0.74)
C (0.37, -0.43, -2.47)
C (0.30, -0.36, -3.86)
C (-0.88, -0.55, -4.54)
C (-2.04, -0.80, -3.83)
C (-2.03, -0.87, -2.44)
C (-3.35, -1.12, -1.71)
C (-3.86, -2.54, -1.98)
C (-4.40, -0.08, -2.10)
C (-0.81, -0.70, -1.74)
N (-0.80, -0.76, -0.33)
C (-0.97, -2.01, 0.22)
C (-0.69, -3.24, -0.40)
C (-0.85, -4.44, 0.27)
C (-1.28, -4.50, 1.58)
C (-1.59, -3.30, 2.23)
C (-1.44, -2.13, 1.54)
F (-1.79, -0.94, 2.17)
H (2.86, 1.49, -1.02)
H (1.16, 1.50, -0.54)
H (1.60, 1.98, -2.18)
H (2.44, -0.28, -2.65)
H (1.66, -0.97, 0.21)
H (3.25, -1.01, -0.56)
H (2.01, -2.18, -1.03)
H (1.22, -0.16, -4.41)
H (-0.91, -0.50, -5.62)
H (-2.98, -0.95, -4.36)
H (-3.17, -1.01, -0.65)
H (-4.08, -2.69, -3.04)
H (-4.78, -2.72, -1.42)
H (-3.13, -3.29, -1.67)
H (-4.68, -0.16, -3.15)
H (-4.04, 0.92, -1.89)
H (-5.30, -0.23, -1.50)
H (-0.35, -3.22, -1.43)
H (-0.61, -5.37, -0.25)
H (-1.39, -5.44, 2.10)
H (-1.95, -3.28, 3.25)
N (-0.61, 3.65, -1.32)
N (-0.89, 3.34, 0.05)
H (-1.24, 4.37, -1.64)
H (-0.80, 2.82, -1.87)
H (-1.88, 3.45, 0.27)
H (-0.39, 4.01, 0.62)
O (7.67, 1.41, 3.42)
C (6.73, 2.17, 2.78)
O (7.09, 3.15, 2.19)
C (5.32, 1.70, 2.87)
C (4.88, 0.74, 3.78)
C (3.56, 0.34, 3.81)
C (2.61, 0.88, 2.91)
S (0.97, 0.31, 2.98)
C (3.07, 1.87, 2.02)
C (4.39, 2.26, 2.01)
H (7.26, 0.61, 3.76)
H (5.55, 0.30, 4.51)
H (3.22, -0.40, 4.52)
H (2.36, 2.32, 1.34)
H (4.73, 3.03, 1.32)



# 2
Below is a structure of composition C27H30N2OPdS2, with properties calculated with ωB97M-V/def2-TZVPD.

HOMO-LUMO gap: 4.3336 eV
calculated total energy: -2155.77639 hartree
total charge: -2
HOMO level: -0.0065 Ha
relative energy (zero: lowest compared OMol25 entry of this formula, charge and spin): 12.06 kcal per mole

Positions of all 63 atoms, in Å:
Pd (0.02, 1.12, 0.18)
C (3.62, -2.90, 0.25)
C (4.62, -1.74, 0.29)
C (4.41, -0.80, -0.89)
C (5.28, -0.94, -1.97)
C (5.05, -0.28, -3.17)
C (3.90, 0.49, -3.29)
C (3.00, 0.66, -2.24)
C (1.76, 1.47, -2.47)
C (1.98, 2.96, -2.21)
C (3.29, 0.05, -1.00)
N (2.36, 0.14, 0.06)
C (2.74, 0.37, 1.25)
C (1.93, 0.15, 2.41)
C (2.37, 0.12, 3.75)
C (1.26, -0.32, 4.49)
C (0.23, -0.50, 3.54)
N (0.62, -0.22, 2.30)
H (3.77, -3.59, 1.08)
H (3.73, -3.47, -0.69)
H (2.60, -2.52, 0.30)
H (5.65, -2.11, 0.24)
H (4.51, -1.25, 1.25)
H (6.14, -1.59, -1.87)
H (5.73, -0.40, -4.01)
H (3.67, 0.97, -4.23)
H (0.97, 1.10, -1.79)
H (1.42, 1.32, -3.50)
H (2.21, 3.13, -1.16)
H (1.07, 3.53, -2.41)
H (2.80, 3.34, -2.83)
H (3.75, 0.75, 1.45)
H (3.36, 0.36, 4.10)
H (1.20, -0.46, 5.56)
H (-0.80, -0.79, 3.74)
C (0.78, 10.04, -1.08)
C (-0.38, 10.89, -0.60)
O (-0.45, 12.07, -0.86)
S (-1.61, 10.21, 0.49)
C (-1.39, 8.48, 0.44)
C (-1.88, 7.71, -0.62)
C (-1.66, 6.34, -0.67)
C (-0.94, 5.66, 0.34)
C (-0.47, 6.46, 1.42)
C (-0.68, 7.82, 1.46)
C (-0.70, 4.28, 0.28)
C (-0.47, 3.05, 0.22)
H (1.10, 10.42, -2.05)
H (0.54, 8.98, -1.13)
H (1.59, 10.18, -0.36)
H (-2.44, 8.19, -1.42)
H (-2.04, 5.76, -1.50)
H (0.08, 5.97, 2.21)
H (-0.30, 8.40, 2.29)
C (-5.05, -1.37, -0.30)
S (-4.08, 0.06, -0.81)
C (-2.50, -0.38, -0.06)
H (-4.68, -2.30, -0.75)
H (-6.08, -1.23, -0.63)
H (-5.05, -1.48, 0.78)
H (-2.60, -0.52, 1.01)
H (-1.78, 0.48, -0.22)
H (-2.10, -1.29, -0.52)



# 3
Below is a cluster of 2 separate species, C27H30N4O5 in total, with properties calculated with ωB97M-V/def2-TZVPD.

HOMO-LUMO gap: 7.6387 eV
calculated total energy: -1642.05671 hartree
HOMO level: -0.3031 Ha
relative energy (zero: lowest compared OMol25 entry of this formula, charge and spin): 105.68 kcal per mole

Positions of all 66 atoms, in Å:
C (-3.37, -5.35, -0.44)
O (-3.03, -4.03, 0.06)
C (-1.76, -3.58, -0.16)
C (-1.46, -2.29, 0.35)
C (-0.17, -1.81, 0.26)
C (0.88, -2.59, -0.26)
C (2.24, -2.09, -0.18)
C (3.34, -2.86, 0.05)
C (4.67, -2.24, -0.05)
O (4.85, -1.05, -0.23)
O (5.75, -3.08, 0.09)
C (5.54, -4.51, -0.04)
C (5.32, -4.91, -1.48)
C (6.77, -5.20, 0.55)
O (4.42, -4.90, 0.79)
C (3.25, -4.20, 0.69)
O (2.24, -4.67, 1.17)
C (0.54, -3.85, -0.84)
C (-0.75, -4.33, -0.82)
H (-4.42, -5.48, -0.16)
H (-3.26, -5.39, -1.53)
H (-2.75, -6.12, 0.04)
H (-2.25, -1.73, 0.83)
H (0.07, -0.82, 0.64)
H (2.42, -1.03, -0.32)
H (4.44, -4.42, -1.92)
H (6.21, -4.65, -2.06)
H (5.19, -6.00, -1.52)
H (6.91, -4.91, 1.59)
H (6.64, -6.28, 0.49)
H (7.65, -4.91, -0.03)
H (1.33, -4.44, -1.31)
H (-0.97, -5.32, -1.25)
C (-7.79, 4.73, -0.61)
C (-6.99, 5.53, 0.23)
C (-5.60, 5.42, 0.19)
C (-4.98, 4.49, -0.68)
C (-3.56, 4.30, -0.72)
C (-2.52, 4.99, -0.10)
N (-1.39, 4.38, -0.53)
C (0.02, 4.67, -0.21)
C (0.53, 3.72, 0.88)
C (1.85, 4.12, 1.56)
C (2.42, 2.78, 2.07)
C (1.68, 1.67, 1.27)
N (0.76, 2.38, 0.40)
N (-1.70, 3.32, -1.34)
N (-3.00, 3.28, -1.47)
C (-5.79, 3.70, -1.53)
C (-7.18, 3.81, -1.49)
H (-8.88, 4.81, -0.58)
H (-7.46, 6.24, 0.91)
H (-4.97, 6.05, 0.83)
H (-2.57, 5.81, 0.59)
H (0.60, 4.54, -1.14)
H (0.06, 5.72, 0.11)
H (-0.25, 3.71, 1.67)
H (2.52, 4.57, 0.81)
H (1.67, 4.84, 2.36)
H (3.50, 2.72, 1.92)
H (2.19, 2.67, 3.13)
H (2.40, 1.05, 0.72)
H (1.15, 0.99, 1.97)
H (-0.08, 1.88, 0.12)
H (-5.30, 2.99, -2.21)
H (-7.79, 3.18, -2.14)



# 4
Below is an isolated molecule of C27H30N4O6S, with properties calculated with ωB97M-V/def2-TZVPD.

HOMO-LUMO gap: 8.3742 eV
calculated total energy: -2115.69066 hartree
HOMO level: -0.3082 Ha
relative energy (zero: lowest compared OMol25 entry of this formula, charge and spin): 0.00 kcal per mole

Positions of all 68 atoms, in Å:
C (5.83, 3.14, 1.33)
S (4.41, 3.16, 0.19)
C (3.07, 2.78, 1.37)
C (3.04, 1.31, 1.77)
C (2.64, 0.42, 0.59)
N (1.24, 0.59, 0.30)
C (0.78, 0.92, -0.91)
O (1.49, 1.10, -1.89)
C (-0.74, 1.10, -1.03)
C (-1.19, 2.47, -0.51)
C (-2.68, 2.60, -0.68)
C (-3.22, 2.77, -1.95)
C (-4.59, 2.81, -2.13)
C (-5.44, 2.68, -1.04)
C (-4.91, 2.52, 0.23)
C (-3.53, 2.48, 0.41)
N (-1.55, 0.01, -0.45)
C (-2.08, -0.89, -1.36)
O (-1.80, -0.87, -2.55)
N (-2.96, -1.80, -0.88)
C (-3.34, -1.91, 0.43)
C (-4.29, -2.84, 0.85)
C (-4.63, -2.90, 2.19)
C (-4.04, -2.05, 3.12)
C (-3.10, -1.13, 2.70)
C (-2.75, -1.05, 1.36)
C (-1.75, -0.08, 0.91)
O (-1.12, 0.61, 1.70)
C (2.95, -1.05, 0.94)
O (3.24, -1.38, 2.08)
N (2.92, -1.95, -0.06)
C (3.27, -3.33, 0.17)
C (4.05, -3.69, -1.10)
C (3.28, -2.94, -2.19)
C (2.60, -1.76, -1.46)
C (1.09, -1.80, -1.69)
O (0.28, -2.03, -0.83)
O (0.78, -1.56, -2.95)
H (5.97, 2.14, 1.73)
H (5.67, 3.86, 2.12)
H (6.70, 3.42, 0.74)
H (3.20, 3.43, 2.24)
H (2.15, 3.06, 0.85)
H (2.32, 1.17, 2.58)
H (4.01, 1.00, 2.14)
H (3.21, 0.72, -0.30)
H (0.59, 0.53, 1.07)
H (-0.95, 1.06, -2.11)
H (-0.92, 2.59, 0.54)
H (-0.66, 3.23, -1.10)
H (-2.57, 2.87, -2.80)
H (-5.00, 2.94, -3.12)
H (-6.51, 2.71, -1.18)
H (-5.56, 2.42, 1.08)
H (-3.12, 2.36, 1.40)
H (-3.32, -2.46, -1.56)
H (-4.74, -3.51, 0.13)
H (-5.36, -3.63, 2.52)
H (-4.32, -2.11, 4.16)
H (-2.62, -0.46, 3.40)
H (2.36, -3.94, 0.26)
H (3.85, -3.41, 1.08)
H (5.07, -3.31, -1.02)
H (4.08, -4.76, -1.28)
H (2.52, -3.58, -2.64)
H (3.93, -2.58, -2.99)
H (2.95, -0.79, -1.83)
H (-0.19, -1.41, -3.06)